Entry 1:
Density functional theory data (the ωB97M-V functional and the def2-TZVPD basis) for C23H43Br2NO3PdS5Si as an isolated structure.

XYZ file:
```
79
Properties=species:S:1:pos:R:3:forces:R:3
Pd 1.853 -1.130 -2.186 0.033 0.088 -0.001
C 3.130 0.132 -4.890 0.028 -0.020 -0.001
C 2.405 1.361 -4.378 -0.007 0.014 0.005
S 2.011 1.298 -2.596 -0.022 0.001 -0.024
C 0.275 1.814 -2.613 -0.019 -0.032 0.015
C -0.727 0.840 -3.225 0.020 -0.013 0.015
S -0.524 -0.915 -2.753 0.039 -0.021 0.027
C -0.451 -1.722 -4.381 -0.025 -0.026 0.009
C 0.675 -1.271 -5.298 0.016 0.025 -0.031
S 2.321 -1.454 -4.542 0.022 -0.060 0.025
H 4.112 0.026 -4.425 -0.001 0.000 -0.007
H 3.286 0.205 -5.967 -0.002 0.000 -0.001
H 1.475 1.533 -4.917 -0.002 0.000 -0.004
H 3.035 2.237 -4.536 0.000 0.000 -0.001
H 0.227 2.767 -3.142 0.002 0.002 0.004
H 0.044 2.005 -1.568 0.005 -0.014 0.010
H -0.711 0.877 -4.313 0.002 0.008 0.002
H -1.729 1.130 -2.907 -0.005 0.015 0.000
H -1.411 -1.575 -4.877 0.006 -0.007 -0.010
H -0.364 -2.786 -4.150 0.006 0.002 -0.002
H 0.551 -0.236 -5.609 0.002 -0.003 -0.009
H 0.670 -1.883 -6.200 -0.001 -0.002 0.001
Br 6.056 0.452 1.511 0.001 -0.003 0.001
C 5.574 -0.677 0.096 -0.008 0.003 0.006
C 6.453 -1.625 -0.405 0.016 0.004 0.011
C 6.033 -2.433 -1.449 -0.009 -0.019 -0.018
C 4.759 -2.268 -1.959 -0.003 0.002 0.025
N 3.920 -1.346 -1.473 -0.038 0.069 -0.012
C 4.313 -0.565 -0.461 0.015 -0.012 -0.006
H 7.443 -1.730 0.018 -0.001 0.000 -0.001
H 6.685 -3.190 -1.861 0.000 0.001 -0.001
H 4.386 -2.894 -2.759 0.004 -0.001 -0.007
H 3.601 0.157 -0.078 -0.006 0.002 -0.006
O 1.596 -2.329 0.236 0.049 -0.055 -0.036
S 1.566 -3.619 -0.397 0.049 0.052 -0.347
O 1.728 -3.561 -1.851 -0.225 0.159 0.407
O 2.051 -4.768 0.276 -0.044 -0.029 0.019
S -0.639 -4.052 -0.309 0.027 -0.071 0.006
C -0.788 -1.445 3.767 0.036 0.052 -0.007
C -1.893 -1.071 2.770 0.027 -0.012 0.007
C -1.819 -2.114 1.634 -0.075 -0.011 -0.004
C -3.257 -1.237 3.463 -0.014 -0.022 -0.016
Si -1.687 0.730 2.130 -0.018 0.039 -0.030
Br 0.093 0.556 0.635 0.014 -0.068 -0.021
C -3.138 1.338 1.038 0.006 -0.023 0.011
C -3.656 0.228 0.111 -0.002 0.017 0.009
C -2.740 2.513 0.133 0.010 0.064 -0.007
C -4.302 1.795 1.937 -0.014 -0.024 0.039
C -1.077 1.998 3.420 0.036 -0.014 0.015
C -1.909 1.864 4.711 0.037 -0.006 -0.006
C -1.240 3.430 2.887 -0.004 0.040 0.042
C 0.412 1.840 3.772 -0.051 0.076 -0.048
H -0.909 -2.495 4.051 0.011 0.005 0.008
H -0.846 -0.861 4.682 0.047 0.036 0.016
H 0.210 -1.327 3.340 0.013 0.008 -0.006
H -1.905 -3.112 2.084 -0.021 0.011 0.014
H -0.845 -2.027 1.134 0.050 0.025 -0.048
H -2.617 -2.007 0.901 0.051 -0.022 -0.036
H -3.321 -2.239 3.896 0.002 0.002 0.005
H -4.092 -1.127 2.771 0.007 -0.012 0.008
H -3.396 -0.525 4.276 0.017 0.023 0.023
H -2.861 -0.183 -0.520 0.014 -0.011 -0.002
H -4.421 0.648 -0.549 -0.002 0.000 0.001
H -4.125 -0.590 0.657 -0.002 0.000 -0.007
H -1.977 2.215 -0.589 0.010 -0.003 -0.026
H -2.361 3.374 0.681 -0.075 -0.083 -0.108
H -3.622 2.839 -0.425 0.003 -0.009 -0.009
H -4.639 1.012 2.618 -0.007 0.035 -0.013
H -5.154 2.067 1.307 0.002 0.001 0.001
H -4.046 2.672 2.530 -0.020 -0.018 0.004
H -2.982 1.953 4.538 -0.036 0.012 -0.019
H -1.624 2.667 5.396 -0.007 0.002 0.001
H -1.723 0.922 5.229 -0.023 0.024 -0.012
H -2.282 3.708 2.730 0.061 0.009 0.023
H -0.692 3.584 1.954 0.017 0.001 0.051
H -0.830 4.123 3.625 0.005 -0.002 0.009
H 0.667 0.866 4.177 -0.011 -0.193 0.045
H 0.663 2.584 4.533 -0.003 -0.009 0.010
H 1.052 2.028 2.908 -0.016 -0.002 0.022
```
Forces are in eV/Å.

⟨S²⟩ ... 6.02
Total charge ... +2
2S+1 ... 5
Kohn-Sham gap (spin up / spin down) ... 8.697 / 4.627 eV
LUMO (spin up / spin down) ... -0.19628 / -0.34588 Ha
F_max ... 0.5 eV Å⁻¹
E ... -8738.454344 Ha

Electronic structure analysis, Löwdin charges in units of e: atom 1 (Pd): 0.55, atom 2 (C): -0.46, atom 3 (C): -0.45, atom 4 (S): 0.91, atom 5 (C): -0.50, atom 6 (C): -0.44, atom 7 (S): 0.84, atom 8 (C): -0.47, atom 9 (C): -0.44, atom 10 (S): 0.94, atom 11 (H): 0.09, atom 12 (H): 0.11, atom 13 (H): 0.08, atom 14 (H): 0.10, atom 15 (H): 0.11, atom 16 (H): -0.01, atom 17 (H): 0.08, atom 18 (H): 0.09, atom 19 (H): 0.10, atom 20 (H): 0.09, atom 21 (H): 0.07, atom 22 (H): 0.10, atom 23 (Br): 0.85, atom 24 (C): -0.66, atom 25 (C): -0.06, atom 26 (C): -0.01, atom 27 (C): -0.13, atom 28 (N): -0.07, atom 29 (C): -0.18, atom 30 (H): 0.12, atom 31 (H): 0.13, atom 32 (H): 0.11, atom 33 (H): 0.09, atom 34 (O): -0.40, atom 35 (S): 0.20, atom 36 (O): -0.41, atom 37 (O): -0.24, atom 38 (S): 0.91, atom 39 (C): -0.08, atom 40 (C): -0.61, atom 41 (C): -0.20, atom 42 (C): -0.07, atom 43 (Si): 0.55, atom 44 (Br): 0.54, atom 45 (C): -0.62, atom 46 (C): -0.10, atom 47 (C): -0.10, atom 48 (C): -0.07, atom 49 (C): -0.63, atom 50 (C): -0.07, atom 51 (C): -0.10, atom 52 (C): -0.11, atom 53 (H): 0.10, atom 54 (H): 0.07, atom 55 (H): 0.08, atom 56 (H): 0.08, atom 57 (H): -0.02, atom 58 (H): 0.06, atom 59 (H): 0.10, atom 60 (H): 0.07, atom 61 (H): 0.08, atom 62 (H): 0.05, atom 63 (H): 0.10, atom 64 (H): 0.07, atom 65 (H): 0.03, atom 66 (H): 0.06, atom 67 (H): 0.10, atom 68 (H): 0.07, atom 69 (H): 0.10, atom 70 (H): 0.07, atom 71 (H): 0.08, atom 72 (H): 0.10, atom 73 (H): 0.07, atom 74 (H): 0.07, atom 75 (H): 0.08, atom 76 (H): 0.10, atom 77 (H): 0.07, atom 78 (H): 0.09, atom 79 (H): 0.05


Entry 2:
Density functional theory data (the ωB97M-V functional and the def2-TZVPD basis) for C21H29N4OSi2Ta as an isolated structure at a distorted geometry.

XYZ file:
```
58
Properties=species:S:1:pos:R:3:forces:R:3
Ta -0.402 -0.393 -0.221 1.371 1.606 -1.215
C -3.232 2.618 -2.376 -0.213 0.092 -0.240
Si -2.212 2.289 -0.895 0.049 -0.381 0.137
C -3.057 1.141 0.322 -0.025 -0.174 0.064
C -1.586 3.761 0.005 0.068 0.261 0.137
N -0.836 1.206 -1.317 0.379 -0.969 0.975
C 0.311 1.612 -2.093 -0.439 -0.072 0.067
C 0.448 2.840 -2.714 -0.172 0.165 0.047
C 1.571 3.099 -3.489 0.011 -0.011 0.028
C 2.554 2.134 -3.633 0.007 0.032 0.013
C 2.422 0.905 -3.003 0.177 -0.198 0.011
C 1.300 0.642 -2.237 -0.059 -0.453 0.014
N 1.023 -0.615 -1.586 -0.815 0.211 1.138
Si 2.164 -2.008 -1.536 -0.360 0.026 0.196
C 1.209 -3.050 -0.304 -0.167 -0.033 0.084
C 2.275 -2.790 -3.184 0.056 -0.181 -0.280
C 3.748 -1.480 -0.776 0.278 0.049 0.111
H -4.147 3.139 -2.076 0.025 -0.020 -0.057
H -3.518 1.691 -2.876 -0.020 0.033 -0.017
H -2.718 3.252 -3.101 -0.030 -0.022 -0.001
H -3.990 1.585 0.680 0.025 -0.051 0.014
H -2.449 0.975 1.225 -0.082 0.014 0.000
H -3.346 0.174 -0.116 -0.029 0.044 0.036
H -2.438 4.307 0.423 0.054 0.006 0.012
H -1.031 4.457 -0.624 -0.013 0.001 0.029
H -0.940 3.461 0.834 -0.006 0.046 0.005
H -0.323 3.593 -2.618 0.035 -0.010 -0.012
H 1.670 4.054 -3.988 -0.023 -0.013 0.011
H 3.424 2.333 -4.245 -0.021 -0.025 0.015
H 3.188 0.150 -3.132 -0.019 0.040 0.000
H 0.190 -3.300 -0.638 0.050 -0.032 0.025
H 1.171 -2.583 0.692 0.015 -0.082 -0.014
H 1.705 -4.013 -0.151 -0.053 0.020 0.028
H 1.285 -3.027 -3.578 0.031 -0.016 -0.026
H 2.841 -3.724 -3.105 -0.029 0.033 -0.049
H 2.788 -2.157 -3.910 -0.020 -0.029 -0.002
H 3.569 -0.972 0.175 0.047 -0.005 -0.002
H 4.339 -0.818 -1.409 0.005 -0.017 0.025
H 4.357 -2.367 -0.574 0.006 0.053 0.018
O 0.400 0.197 1.372 -0.172 -0.127 -0.384
C 0.393 0.003 2.737 0.141 0.201 -0.417
C 1.249 0.761 3.507 0.158 0.149 0.067
C 1.261 0.584 4.880 -0.035 -0.040 0.032
C 0.416 -0.350 5.474 0.057 0.061 -0.026
C -0.433 -1.100 4.687 -0.065 -0.082 0.117
C -0.462 -0.938 3.300 -0.252 -0.237 -0.125
C -1.365 -1.733 2.472 0.000 0.021 -0.159
N -1.507 -1.700 1.132 -0.018 0.087 -0.871
C -2.490 -2.636 0.780 0.226 0.207 0.085
C -2.931 -3.223 1.905 0.008 -0.019 0.207
N -2.219 -2.647 2.939 -0.195 -0.214 0.152
H 1.894 1.479 3.019 0.003 -0.001 0.030
H 1.930 1.176 5.488 -0.008 -0.008 -0.001
H 0.423 -0.491 6.545 0.006 0.008 -0.010
H -1.081 -1.821 5.170 0.028 0.027 0.010
H -2.796 -2.810 -0.237 0.011 0.015 -0.026
H -3.674 -3.985 2.066 0.020 0.013 0.030
H -2.331 -2.885 3.913 -0.006 0.000 -0.034
```
Forces are in eV/Å.

Total charge ... +2
Kohn-Sham gap ... 6.269 eV
LUMO ... -0.28316 Ha
F_max ... 2.4 eV Å⁻¹
E ... -1747.552695 Ha

Electronic structure analysis, natural (NBO) charges in units of e: atom 1 (Ta): 2.55, atom 2 (C): -1.15, atom 3 (Si): 1.81, atom 4 (C): -1.16, atom 5 (C): -1.15, atom 6 (N): -1.08, atom 7 (C): 0.07, atom 8 (C): -0.21, atom 9 (C): -0.16, atom 10 (C): -0.18, atom 11 (C): -0.22, atom 12 (C): 0.17, atom 13 (N): -1.10, atom 14 (Si): 1.80, atom 15 (C): -1.16, atom 16 (C): -1.15, atom 17 (C): -1.15, atom 18 (H): 0.27, atom 19 (H): 0.26, atom 20 (H): 0.27, atom 21 (H): 0.30, atom 22 (H): 0.24, atom 23 (H): 0.24, atom 24 (H): 0.27, atom 25 (H): 0.26, atom 26 (H): 0.25, atom 27 (H): 0.23, atom 28 (H): 0.24, atom 29 (H): 0.24, atom 30 (H): 0.22, atom 31 (H): 0.24, atom 32 (H): 0.24, atom 33 (H): 0.30, atom 34 (H): 0.26, atom 35 (H): 0.27, atom 36 (H): 0.27, atom 37 (H): 0.25, atom 38 (H): 0.26, atom 39 (H): 0.27, atom 40 (O): -0.78, atom 41 (C): 0.30, atom 42 (C): -0.22, atom 43 (C): -0.13, atom 44 (C): -0.19, atom 45 (C): -0.15, atom 46 (C): -0.14, atom 47 (C): 0.44, atom 48 (N): -0.68, atom 49 (C): -0.08, atom 50 (C): -0.02, atom 51 (N): -0.47, atom 52 (H): 0.25, atom 53 (H): 0.25, atom 54 (H): 0.25, atom 55 (H): 0.21, atom 56 (H): 0.25, atom 57 (H): 0.27, atom 58 (H): 0.45